Entry 1:
# C5H8O2

One molecule with the formula C5H8O2 (ωB97M-V/def2-TZVPD, the OMol25 dataset).

The relative energy (zero: lowest compared OMol25 entry of this formula, charge and spin) comes out at 2.878 eV. The frontier orbital gap comes out at 11.079 eV. The value obtained for the LUMO energy is 0.929 eV. As for the spin multiplicity: 1. As for the SMILES: C#CCOCCO. The calculated total energy is -9406.9540 eV.

XYZ file:
```
15
Properties=species:S:1:pos:R:3:forces:R:3
C -0.243 -2.990 1.985 -0.0876 0.3495 -0.2686
C -0.485 -2.097 1.216 0.0908 -0.4270 0.3305
C -0.831 -1.029 0.276 -0.1393 -0.1648 -0.0331
O 0.003 0.087 0.489 0.0235 -0.0091 0.0754
C -0.296 1.164 -0.378 -0.0363 0.1718 -0.1548
C 0.852 2.148 -0.253 -0.3111 0.2010 0.0134
O 2.074 1.536 -0.588 0.1225 -0.1974 0.1228
H -0.029 -3.774 2.680 -0.0299 0.1722 -0.1733
H -0.728 -1.392 -0.759 0.0119 0.0218 0.1473
H -1.888 -0.761 0.423 0.1047 0.0250 -0.0137
H -0.367 0.805 -1.417 0.0324 0.0237 0.1263
H -1.254 1.634 -0.104 0.1346 -0.0610 -0.0165
H 0.705 2.979 -0.949 -0.0203 -0.0955 0.0875
H 0.873 2.559 0.768 0.0115 -0.0903 -0.1282
H 2.118 0.731 -0.053 0.0927 0.0802 -0.1150
```
Positions in Å, forces in eV/Å.

---

Entry 2:
# C6H12FNO2

A 2-piece molecular cluster, C6H12FNO2 overall at a distorted geometry (ωB97M-V/def2-TZVPD, the OMol25 dataset).

The relative energy (zero: lowest compared OMol25 entry of this formula, charge and spin) comes out at 3.011 eV. The frontier orbital gap comes out at 7.909 eV. The value obtained for the LUMO energy is 0.668 eV. As for the spin multiplicity: 1. The calculated total energy is -14716.3595 eV.

XYZ file:
```
22
Properties=species:S:1:pos:R:3:forces:R:3
C -0.180 -1.654 -0.594 1.9874 0.7458 1.4993
C 1.027 0.863 -1.278 -1.3053 0.7257 5.0247
C -1.618 1.016 -1.344 -1.3065 1.8407 -0.0229
C 0.362 -0.053 2.731 3.0894 1.0059 0.7815
C -0.369 -0.930 0.686 0.3553 0.6081 -2.9753
C -0.358 1.000 -0.563 0.4644 -3.0630 0.1379
N 0.722 -0.716 1.488 -0.7814 -0.6115 -0.3345
O 1.113 -2.071 -0.840 0.4677 0.1632 0.3055
O -0.990 -1.690 -1.450 -2.3084 -1.1745 -2.1600
F -0.363 1.792 0.516 0.5668 0.9664 0.3161
H 1.523 1.812 -1.203 0.2953 0.5921 -0.5109
H 1.623 0.167 -0.635 -0.0836 0.6039 -0.9686
H 0.884 0.482 -2.206 -0.1699 -0.9308 -2.8337
H -2.455 1.565 -0.730 1.5044 -1.3963 -1.0221
H -1.859 -0.027 -1.627 -0.1990 0.7456 0.1172
H -1.517 1.630 -2.286 0.0005 -0.5939 0.7126
H -0.605 0.449 2.708 0.0994 0.0105 -0.1058
H 0.410 -0.797 3.562 -0.1606 0.6762 -0.4836
H 1.212 0.728 2.890 -1.7296 -1.1304 0.2450
H -1.349 -1.026 1.127 -0.0570 0.1795 0.0010
H 1.468 -0.411 0.848 0.0534 0.1240 1.5473
H 1.318 -2.127 -1.799 -0.7825 -0.0871 0.7291
```
Positions in Å, forces in eV/Å.